C22H18N2O5 | ωB97M-V with the def2-TZVPD basis set

Cartesian coordinates (Å):
O 3.53 2.63 0.04
O 0.29 -4.23 1.17
O -0.87 -0.06 1.57
O -2.36 -3.83 -0.18
O 2.61 -3.07 1.13
N -4.38 0.41 1.09
N -1.35 -1.88 -0.80
C -2.44 -1.37 -1.60
C -3.69 -0.50 0.41
C 4.83 0.88 -0.78
C -1.17 2.09 1.08
C -1.43 -3.07 -0.15
C 4.17 -1.41 -0.55
C -4.67 1.55 0.49
C -0.16 -1.10 -0.53
C 0.70 -2.07 0.23
C 3.66 1.29 -0.14
C 2.98 -1.01 0.06
C 2.73 0.34 0.27
C -3.25 -0.31 -0.89
C -0.09 -3.24 0.54
C 2.04 -2.05 0.50
C -0.70 1.42 -0.08
C -4.30 1.84 -0.82
C 2.42 3.12 0.77
C -1.25 1.14 2.05
C -3.57 0.89 -1.52
C -0.54 0.11 0.28
C 5.07 -0.46 -0.98
H -3.09 -2.23 -1.81
H -3.25 1.08 -2.53
H -2.05 -0.98 -2.54
H 0.30 -0.76 -1.46
H -1.56 1.18 3.07
H 1.92 -3.75 1.34
H -5.23 2.26 1.08
H 1.82 0.63 0.78
H 5.53 1.64 -1.10
H -4.57 2.78 -1.27
H 2.39 2.70 1.78
H -3.49 -1.42 0.94
H 5.98 -0.77 -1.47
H -1.40 3.13 1.17
H 2.56 4.20 0.83
H 4.36 -2.46 -0.69
H -0.52 1.85 -1.04
H 1.48 2.90 0.26

## Properties
**Energy relative to the best compared isomer or geometry (same formula, charge and spin)**: 276.98 kJ/mol
**Kohn-Sham gap**: 8.314 eV
**E_HOMO**: -8.78 eV
**SMILES**: COc1cccc(/C(O)=C2/C(=O)C(=O)N(Cc3cccnc3)[C@H]2c2ccco2)c1